Entry P
{
  "formula": "C3H6BrNO3",
  "method": "ωB97M-V/def2-TZVPD",
  "smiles": "C[C@](O)(Br)C[N+](=O)[O-]",
  "lumo_energy_ev": -0.18,
  "homo_ha": -0.37949,
  "homo_lumo_gap_ev": 10.14,
  "charge": 0,
  "species": ["Br", "O", "O", "O", "N", "C", "C", "C", "H", "H", "H", "H", "H", "H"],
  "positions_angstrom": [[-0.67, -2.62, -0.37], [1.39, -0.66, -0.59], [0.05, 2.04, 0.86], [1.58, 1.02, 1.95], [0.61, 1.07, 1.28], [-0.75, 0.30, -1.26], [-0.09, -0.21, 1.14], [0.06, -0.57, -0.32], [-0.26, 1.25, -1.15], [0.31, -0.94, 1.98], [-1.97, 0.17, -1.04], [-0.51, -0.08, -2.30], [1.45, -0.63, -1.51], [-1.19, -0.15, 1.32]],
  "lowdin_charge": [0.4980, 0.0153, 0.0946, 0.1204, -0.4412, -0.0746, -0.1339, -0.8106, 0.0670, 0.1757, 0.1690, 0.1023, 0.0789, 0.1391]
}

=====

Entry Q
{
  "formula": "C3H6BrNO3",
  "method": "ωB97M-V/def2-TZVPD",
  "smiles": "C=[N+]([O-])O.CC(=O)Br",
  "lumo_energy_ev": 0.64,
  "homo_ha": -0.34482,
  "homo_lumo_gap_ev": 10.03,
  "charge": 0,
  "species": ["Br", "O", "O", "O", "N", "C", "C", "C", "H", "H", "H", "H", "H", "H"],
  "positions_angstrom": [[2.28, 1.15, -0.19], [-0.81, 2.12, 0.02], [0.53, -0.02, -1.82], [-0.81, -0.02, 0.70], [-1.35, 0.84, 0.05], [1.14, -0.34, -0.86], [-2.36, 0.69, -0.70], [1.45, -1.59, -0.31], [1.01, -1.44, 0.71], [0.94, -2.35, -0.79], [2.50, -1.81, -0.19], [-2.90, -0.18, -0.76], [-2.47, 1.44, -1.45], [0.11, 2.02, 0.50]],
  "lowdin_charge": [0.7023, 0.0146, 0.0514, -0.0321, -0.4267, -0.8531, 0.0935, -0.0904, 0.1181, 0.0794, 0.0994, 0.0718, 0.0977, 0.0741]
}

=====

entry P comes first in stability; the runner-up is 5.7 kcal/mol higher.

=====

Entry P
{
  "formula": "C3H5F2OP",
  "method": "ωB97M-V/def2-TZVPD",
  "smiles": "CC=C(F)F.O=P",
  "lumo_energy_ev": -0.97,
  "homo_ha": -0.34165,
  "homo_lumo_gap_ev": 8.33,
  "charge": 0,
  "species": ["P", "F", "F", "O", "C", "C", "C", "H", "H", "H", "H", "H"],
  "positions_angstrom": [[2.36, -1.43, -1.73], [1.11, -1.43, 0.97], [-0.94, -1.38, 1.67], [1.36, -0.43, -2.10], [-1.55, 1.21, 0.31], [-0.07, -0.78, 0.90], [-0.19, 0.36, 0.22], [-1.14, 2.16, 0.49], [-1.85, 1.23, -0.77], [0.55, 0.66, -0.55], [2.73, -0.94, -0.36], [-2.36, 0.76, 0.95]],
  "lowdin_charge": [0.8050, 0.0148, 0.1290, -0.5955, -0.0560, -0.4198, -0.0642, 0.0417, 0.0746, 0.0832, -0.0997, 0.0868]
}

=====

Entry Q
{
  "formula": "C3H5F2OP",
  "method": "ωB97M-V/def2-TZVPD",
  "smiles": "CC(OP)=C(F)F",
  "lumo_energy_ev": [-0.91, -0.91],
  "homo_ha": [-0.31063, -0.31066],
  "homo_lumo_gap_ev": [7.54, 7.55],
  "charge": 0,
  "species": ["P", "F", "F", "O", "C", "C", "C", "H", "H", "H", "H", "H"],
  "positions_angstrom": [[-0.41, 2.19, -0.53], [-1.41, -1.30, 1.67], [-0.14, 0.34, 2.28], [0.95, 0.59, -0.18], [-0.30, -0.61, 1.35], [0.23, -1.55, -1.03], [0.25, -0.48, 0.12], [-0.31, 3.02, 0.76], [-0.31, -1.05, -1.79], [1.21, -1.94, -1.18], [0.68, 3.15, -0.86], [-0.45, -2.36, -0.59]],
  "lowdin_charge": [0.8943, 0.0973, 0.0926, -0.2900, -0.3313, 0.0041, -0.4724, -0.0978, 0.0551, 0.0641, -0.1174, 0.1015]
}

=====

entry P comes first in stability; the runner-up is 27.2 kcal/mol higher.

=====

Entry P
{
  "formula": "C7H8N2O",
  "method": "ωB97M-V/def2-TZVPD",
  "smiles": "OC1Nc2ccccc2N1",
  "lumo_energy_ev": 0.72,
  "homo_ha": -0.29503,
  "homo_lumo_gap_ev": 8.75,
  "charge": 0,
  "species": ["O", "N", "N", "C", "C", "C", "C", "C", "C", "C", "H", "H", "H", "H", "H", "H", "H", "H"],
  "positions_angstrom": [[-2.76, 0.00, -1.93], [-0.36, 0.61, -1.58], [-1.79, 0.03, 0.28], [2.48, -0.57, 0.54], [-1.67, 0.50, -1.10], [0.45, -0.06, -0.48], [0.34, -0.41, 1.72], [1.85, -0.17, -0.63], [-0.36, -0.21, 0.54], [1.69, -0.66, 1.73], [2.19, 0.14, -1.45], [-2.57, 0.54, 0.84], [0.02, 1.40, -2.11], [2.27, -0.91, 2.58], [-2.03, 1.48, -1.15], [3.60, -0.34, 0.80], [-3.10, -0.98, -1.30], [-0.23, -0.38, 2.70]],
  "lowdin_charge": [-0.1235, 0.1047, 0.1032, -0.0744, -0.5154, -0.1607, -0.0362, 0.0053, -0.2248, -0.1116, 0.0309, 0.1835, 0.1417, 0.0808, 0.1081, 0.1360, 0.2224, 0.1300]
}

=====

Entry Q
{
  "formula": "C7H8N2O",
  "method": "ωB97M-V/def2-TZVPD",
  "smiles": "N#CC(C#N)=CO.C=CC",
  "lumo_energy_ev": -0.10,
  "homo_ha": -0.35676,
  "homo_lumo_gap_ev": 9.60,
  "charge": 0,
  "species": ["O", "N", "N", "C", "C", "C", "C", "C", "C", "C", "H", "H", "H", "H", "H", "H", "H", "H"],
  "positions_angstrom": [[1.84, 2.31, -0.40], [-2.42, 1.52, -2.31], [-0.66, 2.40, 1.91], [-0.43, 1.89, -0.68], [-1.59, 1.63, -1.52], [0.82, 2.06, -1.16], [-0.68, 2.15, 0.78], [-0.20, -0.72, -0.19], [0.92, -0.75, 0.39], [-1.56, -1.06, 0.44], [1.77, -0.45, -0.12], [-1.51, -1.68, 1.40], [-2.36, -1.48, -0.28], [1.00, 2.00, -2.23], [1.78, 2.70, 0.51], [0.82, -0.91, 1.46], [-0.38, -0.60, -1.25], [-2.03, -0.21, 0.85]],
  "lowdin_charge": [0.0771, 0.1752, 0.1749, -0.2386, -0.2009, -0.1666, -0.1714, -0.2981, -0.0162, -0.0985, 0.0458, 0.0972, 0.1047, 0.1587, 0.1623, 0.0820, 0.0893, 0.0229]
}

=====

entry Q comes first in stability; the runner-up is 12.0 kcal/mol higher.

=====

Entry P
{
  "formula": "C7H15NO",
  "method": "ωB97M-V/def2-TZVPD",
  "smiles": "CC/C(C)=[N+](/[O-])C(C)C",
  "lumo_energy_ev": [0.85, 0.55],
  "homo_ha": [-0.28685, -0.28542],
  "homo_lumo_gap_ev": [8.65, 8.32],
  "charge": 0,
  "species": ["O", "N", "C", "C", "C", "C", "C", "C", "C", "H", "H", "H", "H", "H", "H", "H", "H", "H", "H", "H", "H", "H", "H", "H"],
  "positions_angstrom": [[-1.23, -2.04, -0.26], [-0.73, -0.95, 0.00], [-1.51, 0.27, -0.39], [1.44, 0.53, 0.22], [-1.90, 1.07, 0.88], [0.67, -0.65, 0.68], [-2.80, -0.06, -1.07], [2.43, 0.26, -0.86], [1.34, -1.91, 1.04], [-2.59, 0.46, 1.48], [-0.84, 0.97, -1.05], [0.77, 1.36, 0.07], [-1.09, 1.22, 1.53], [3.16, -0.55, -0.61], [-2.28, 1.99, 0.62], [-3.15, -1.05, -0.76], [1.89, -0.10, -1.86], [1.88, -1.78, 1.98], [1.92, -2.40, 0.25], [-3.49, 0.69, -0.79], [-2.65, -0.21, -2.15], [0.44, -2.56, 1.34], [2.24, 0.77, 1.07], [2.95, 1.14, -1.10]],
  "lowdin_charge": [-0.0287, -0.1794, -0.3605, -0.2736, -0.0524, -0.1803, -0.0728, -0.1315, -0.0837, 0.1076, 0.1614, 0.0812, 0.0504, 0.0833, 0.0512, 0.0867, 0.1224, 0.0776, 0.0800, 0.0615, 0.0911, 0.1035, 0.1573, 0.0478]
}

=====

Entry Q
{
  "formula": "C7H15NO",
  "method": "ωB97M-V/def2-TZVPD",
  "lumo_energy_ev": 0.92,
  "homo_ha": -0.25443,
  "homo_lumo_gap_ev": 7.84,
  "charge": 0,
  "species": ["O", "N", "C", "C", "C", "C", "C", "C", "C", "H", "H", "H", "H", "H", "H", "H", "H", "H", "H", "H", "H", "H", "H", "H"],
  "positions_angstrom": [[-1.91, 1.28, 0.21], [-0.92, -0.95, -1.12], [-2.00, -0.40, 2.01], [-0.03, -0.70, -0.11], [1.57, -0.07, -2.86], [1.87, -0.31, -1.60], [0.86, 0.42, -0.17], [-1.17, 0.55, 1.18], [1.91, 0.60, 0.90], [-1.40, -0.84, 2.81], [2.28, -0.37, 1.24], [0.45, 1.33, -0.61], [-0.67, 1.28, 1.83], [2.25, -0.27, -3.68], [0.35, -1.58, 0.40], [0.63, 0.39, -3.14], [1.49, 1.11, 1.77], [2.75, 1.17, 0.52], [-2.42, -1.20, 1.40], [-1.45, -0.12, -1.40], [-2.87, 1.13, 0.27], [-2.86, 0.11, 2.49], [2.78, -0.82, -1.31], [-1.49, -1.77, -1.02]],
  "lowdin_charge": [-0.0926, 0.0756, -0.1102, -0.2726, -0.0642, -0.0857, -0.3002, -0.3098, -0.0843, 0.0750, 0.0822, 0.1262, 0.1039, 0.0428, 0.1429, 0.0447, 0.0651, 0.0805, 0.0644, 0.0948, 0.0893, 0.0710, 0.0687, 0.0926]
}

=====

entry Q comes first in stability; the runner-up is 2.5 kcal/mol higher.